Below is a cluster of 2 separate species, C5H15N2O2 in total, with properties calculated with wB97M-V/def2-TZVPD.

Its LUMO energy is -2.79 eV. The HOMO-LUMO gap is 8.4 eV. The calculation puts the relative energy (zero: lowest compared OMol25 entry of this formula, charge and spin) at 131.4 kJ/mol. The molecular weight comes out at 135.187 g/mol. Its spin multiplicity is 1. As for the net charge: +1.

Structure (XYZ):
```
24
Properties=species:S:1:pos:R:3:forces:R:3
C 0.544365 0.305257 -1.247505 0.45 0.27 -0.24
O 1.754842 0.750679 -1.865785 0.18 -0.08 0.09
C 0.685780 0.517796 0.251757 0.06 -0.36 0.08
C -0.360265 -0.234093 1.077932 -0.05 0.13 0.31
C -1.749298 -0.049185 0.529470 0.41 -0.30 0.19
C -2.557644 0.944651 0.903962 -0.58 0.05 -0.22
N -3.796340 1.183518 0.379468 0.33 0.21 0.09
N 2.069785 0.006677 0.618003 -0.24 -0.25 0.00
H -0.321551 0.838056 -1.623062 -0.14 0.04 0.06
H 0.432702 -0.754147 -1.474805 -0.12 -0.08 0.06
H 1.623194 1.490596 -2.465871 -0.21 -0.07 0.05
H 0.695860 1.584291 0.469591 -0.08 0.04 0.07
H -0.310302 0.080732 2.125857 0.03 0.24 -0.08
H -0.102700 -1.297441 1.120688 -0.01 -0.03 -0.29
H -2.071452 -0.799759 -0.183881 -0.16 0.16 -0.10
H -2.279516 1.665934 1.655059 0.30 0.10 0.19
H -4.207334 0.498434 -0.204018 -0.32 -0.52 -0.48
H -4.437778 1.826958 0.790106 0.01 0.20 0.30
H 2.173508 -0.965373 0.266284 0.04 -0.02 -0.12
H 2.214942 -0.013570 1.625542 0.02 0.22 0.02
H 2.785449 0.564307 0.154233 0.04 0.09 -0.02
H 2.502121 -2.371344 -1.667039 0.19 0.08 -0.62
H 2.457360 -3.337482 -0.486243 0.01 -0.11 0.06
O 2.254271 -2.435492 -0.749746 -0.16 0.02 0.59
```
Positions in Å, forces in eV/Å.

Löwdin atomic charges, in units of e: number 1, C, carries -0.197; number 2, O, carries -0.054; number 3, C, carries -0.264; number 4, C, carries -0.172; number 5, C, carries -0.139; number 6, C, carries -0.201; number 7, N, carries 0.076; number 8, N, carries 0.207; number 9, H, carries 0.135; number 10, H, carries 0.121; number 11, H, carries 0.107; number 12, H, carries 0.160; number 13, H, carries 0.122; number 14, H, carries 0.120; number 15, H, carries 0.112; number 16, H, carries 0.125; number 17, H, carries 0.087; number 18, H, carries 0.092; number 19, H, carries 0.104; number 20, H, carries 0.172; number 21, H, carries 0.160; number 22, H, carries 0.069; number 23, H, carries 0.079; number 24, O, carries -0.021

=====

Below is a cluster of 6 separate species, C38H81BClOP in total, with properties calculated with wB97M-V/def2-TZVPD.

Its LUMO energy is -0.96 eV. The HOMO-LUMO gap is 7.3 eV. As for the SMILES: Cc1ccccc1CBP(O)Cl.CCCCCC.CCCCCC.CCCCCC.CCCCCC.CCCCCC. The molecular weight comes out at 631.304 g/mol. Its spin multiplicity is 1. As for the net charge: 0.

Structure (XYZ):
```
123
Properties=species:S:1:pos:R:3:forces:R:3
C 3.157443 1.108179 3.399143 -0.31 -0.36 0.40
C 3.002812 -0.500651 3.739488 0.61 -3.57 0.80
C 4.347760 -1.247185 4.349681 -3.00 -2.34 -0.35
C 4.368383 -2.848945 4.766449 -4.30 2.30 -2.06
C 2.974710 -3.687574 4.504809 -0.26 3.24 -0.77
C 1.585420 -2.996793 3.891628 4.28 2.70 0.60
C 1.613620 -1.380167 3.503981 3.00 -1.14 1.39
C 0.342701 -0.577416 2.849999 0.81 -0.44 -0.74
B -1.102213 -1.354414 2.949634 1.44 1.84 0.17
P -2.145204 -1.438310 4.562456 -1.53 0.24 0.02
O -3.678988 -0.666341 4.110647 1.31 -1.94 1.25
Cl -1.070543 -0.274038 5.976231 -0.79 -0.14 -0.97
H 2.143627 1.609207 3.029292 2.17 -1.30 0.93
H 3.482922 1.620192 4.427143 -0.65 -0.98 -2.45
H 3.961052 1.317174 2.547452 -1.62 -0.64 1.97
H 5.346023 -0.639226 4.498392 -2.33 -1.24 -0.35
H 5.332162 -3.339256 5.216123 -2.19 1.01 -1.03
H 2.894709 -4.844246 4.735057 0.35 2.73 -0.42
H 0.648506 -3.676843 3.721631 1.95 1.55 0.35
H 0.581746 -0.468030 1.687131 -0.37 -0.12 2.43
H 0.210983 0.512663 3.285611 0.47 -2.25 -0.58
H -1.531595 -1.855084 1.972105 -0.30 -0.32 0.01
H -4.378528 -1.283100 4.486800 1.27 1.20 -0.53
C 7.589633 1.870732 -2.706407 0.12 -0.15 -0.13
C 6.138624 2.079279 -3.113997 -0.02 0.14 -0.02
C 5.287393 2.719728 -2.016049 -0.17 0.06 -0.06
C 5.154192 1.904132 -0.725828 0.16 -0.05 0.04
C 4.576072 0.497040 -0.895836 0.00 0.10 0.18
C 3.152501 0.493198 -1.432094 -0.07 -0.20 -0.09
H 7.677199 1.178989 -1.864133 0.03 0.08 -0.05
H 8.158139 1.449127 -3.542147 0.00 0.06 0.15
H 8.056151 2.820072 -2.425695 -0.02 -0.09 0.03
H 5.704917 1.123950 -3.428762 -0.02 0.07 0.04
H 6.116794 2.731334 -3.996366 -0.07 -0.10 0.10
H 4.289813 2.926046 -2.422251 0.07 -0.01 0.06
H 5.714668 3.698676 -1.762352 -0.03 -0.09 -0.04
H 4.521391 2.465654 -0.026696 0.03 -0.05 -0.05
H 6.135295 1.823690 -0.243221 -0.06 0.03 -0.04
H 4.579394 0.001066 0.082688 0.06 0.02 -0.11
H 5.216887 -0.105863 -1.547612 0.00 0.06 0.04
H 2.485678 1.058576 -0.773339 0.03 0.00 -0.08
H 2.777320 -0.533474 -1.492240 -0.04 0.14 -0.01
H 3.097368 0.925122 -2.435293 -0.04 0.00 0.08
C -5.199574 1.748441 2.628890 0.00 -0.07 -0.17
C -6.297321 2.698803 2.174126 0.07 0.12 0.03
C -7.144173 3.241489 3.326772 -0.10 0.14 -0.06
C -7.925617 2.190314 4.121746 0.11 -0.11 0.05
C -8.890106 1.330402 3.301171 -0.01 0.03 0.19
C -10.001674 2.134714 2.644179 -0.11 -0.10 -0.17
H -5.611172 0.852487 3.101600 0.11 0.10 -0.02
H -4.602169 1.425309 1.769762 -0.01 -0.03 0.15
H -4.528915 2.239429 3.340811 -0.06 -0.12 -0.01
H -6.931089 2.199711 1.433130 -0.01 0.05 0.04
H -5.829787 3.546066 1.656646 -0.13 -0.07 0.02
H -7.840072 3.989347 2.927815 0.04 -0.07 0.06
H -6.490062 3.783480 4.022221 -0.05 -0.06 -0.08
H -8.490944 2.703966 4.909843 0.03 -0.06 -0.07
H -7.221761 1.529061 4.640664 -0.03 0.08 -0.03
H -9.346474 0.589203 3.968901 0.10 0.04 -0.08
H -8.346057 0.762938 2.538974 0.02 0.04 0.05
H -10.584191 2.680078 3.393524 0.06 0.00 -0.09
H -10.682439 1.465365 2.108488 0.02 0.15 0.04
H -9.606972 2.853680 1.920781 -0.06 -0.03 0.07
C -6.010025 0.579409 -1.234218 -0.20 0.08 -0.06
C -5.313727 -0.249332 -2.303519 0.03 -0.13 0.06
C -3.816678 -0.432989 -2.047836 0.07 -0.12 -0.12
C -2.987505 0.855401 -2.036329 -0.07 0.10 0.12
C -3.064216 1.696430 -3.312973 0.14 0.01 0.12
C -2.528518 0.975222 -4.540583 -0.07 0.08 -0.19
H -5.619348 1.599954 -1.195986 -0.03 -0.06 0.06
H -7.082545 0.642739 -1.446587 0.11 0.04 0.10
H -5.887827 0.123861 -0.246682 0.02 0.08 -0.04
H -5.483273 0.202946 -3.286641 0.05 -0.04 0.04
H -5.785392 -1.239629 -2.336273 0.09 0.11 -0.06
H -3.414390 -1.119400 -2.802646 0.00 0.07 0.07
H -3.681611 -0.938360 -1.082631 -0.03 0.05 -0.08
H -1.939328 0.589236 -1.849216 -0.07 0.03 -0.03
H -3.294365 1.478093 -1.187781 0.02 -0.06 -0.04
H -2.474449 2.609063 -3.162026 -0.11 -0.06 0.02
H -4.093017 2.022889 -3.497204 0.04 -0.02 0.05
H -1.486554 0.674049 -4.392693 -0.09 -0.02 -0.02
H -2.568549 1.637240 -5.411538 0.05 -0.14 0.03
H -3.117472 0.084002 -4.774816 0.09 0.05 0.00
C 5.445791 -10.551939 3.050173 -0.10 -0.16 -0.12
C 5.868078 -9.317982 2.266547 0.14 0.02 0.02
C 6.175992 -8.111998 3.155958 0.08 0.15 -0.10
C 4.999784 -7.589079 3.987039 -0.08 -0.15 0.09
C 3.762541 -7.176290 3.185872 0.10 0.06 0.09
C 4.023692 -6.022801 2.229105 -0.06 0.02 -0.17
H 4.516076 -10.382558 3.600211 0.09 -0.04 0.00
H 5.278835 -11.391968 2.367614 0.00 0.05 0.16
H 6.222257 -10.845664 3.763272 -0.09 0.03 -0.01
H 5.094754 -9.066968 1.532521 0.05 0.04 0.05
H 6.768895 -9.564766 1.690478 -0.12 0.09 0.03
H 6.566238 -7.303347 2.526256 -0.05 -0.05 0.08
H 6.991660 -8.376572 3.841488 -0.08 0.00 -0.07
H 5.346981 -6.728077 4.572410 -0.04 -0.04 -0.05
H 4.705005 -8.349787 4.719413 0.05 0.05 -0.04
H 2.979519 -6.871382 3.891150 0.03 -0.14 -0.05
H 3.360519 -8.030798 2.631666 0.02 0.00 0.08
H 4.389710 -5.143420 2.768535 -0.02 -0.10 -0.15
H 3.097397 -5.743625 1.716784 0.14 0.08 0.03
H 4.757490 -6.290756 1.463766 -0.04 0.03 0.05
C 1.189490 3.628835 -4.800670 -0.06 -0.17 0.14
C 0.353073 3.729361 -6.067694 0.10 0.00 -0.12
C 0.444158 5.097352 -6.746341 -0.08 0.00 -0.16
C -0.068695 6.279382 -5.917249 0.09 -0.01 0.14
C -1.522716 6.171998 -5.451065 0.10 0.17 -0.01
C -2.519568 6.122461 -6.599095 -0.20 -0.08 0.05
H 0.847381 4.329549 -4.034144 0.07 -0.04 -0.04
H 1.118511 2.619206 -4.382315 0.06 0.13 0.02
H 2.243636 3.833250 -5.012034 -0.07 0.02 0.05
H -0.689345 3.481769 -5.839892 0.04 0.04 -0.04
H 0.701923 2.966050 -6.774722 -0.11 0.10 0.05
H -0.101730 5.053644 -7.696514 0.05 0.03 0.08
H 1.491390 5.291669 -7.012447 -0.09 -0.04 0.03
H 0.046341 7.194028 -6.512832 -0.03 -0.08 0.06
H 0.572159 6.412236 -5.037705 -0.03 -0.01 -0.08
H -1.752368 7.046562 -4.829851 0.06 -0.13 -0.01
H -1.656866 5.295523 -4.808612 0.05 0.03 -0.02
H -2.429357 7.010317 -7.233001 0.00 -0.11 0.01
H -3.541247 6.089388 -6.207288 0.08 0.01 -0.13
H -2.374959 5.235216 -7.221903 -0.02 0.10 0.01
```
Positions in Å, forces in eV/Å.

Here are the Löwdin charges for atoms 1 to 99, given in e: number 1, C, carries -0.114; number 2, C, carries -0.140; number 3, C, carries -0.033; number 4, C, carries -0.066; number 5, C, carries -0.072; number 6, C, carries -0.003; number 7, C, carries -0.114; number 8, C, carries -0.239; number 9, B, carries -0.349; number 10, P, carries 0.583; number 11, O, carries -0.418; number 12, Cl, carries 0.144; number 13, H, carries 0.074; number 14, H, carries 0.094; number 15, H, carries 0.079; number 16, H, carries 0.088; number 17, H, carries 0.081; number 18, H, carries 0.071; number 19, H, carries 0.088; number 20, H, carries 0.116; number 21, H, carries 0.098; number 22, H, carries 0.027; number 23, H, carries 0.055; number 24, C, carries -0.116; number 25, C, carries -0.275; number 26, C, carries -0.228; number 27, C, carries -0.232; number 28, C, carries -0.271; number 29, C, carries -0.113; number 30, H, carries 0.066; number 31, H, carries 0.070; number 32, H, carries 0.075; number 33, H, carries 0.099; number 34, H, carries 0.105; number 35, H, carries 0.096; number 36, H, carries 0.110; number 37, H, carries 0.103; number 38, H, carries 0.101; number 39, H, carries 0.099; number 40, H, carries 0.101; number 41, H, carries 0.071; number 42, H, carries 0.071; number 43, H, carries 0.061; number 44, C, carries -0.121; number 45, C, carries -0.272; number 46, C, carries -0.227; number 47, C, carries -0.228; number 48, C, carries -0.275; number 49, C, carries -0.117; number 50, H, carries 0.054; number 51, H, carries 0.061; number 52, H, carries 0.080; number 53, H, carries 0.090; number 54, H, carries 0.107; number 55, H, carries 0.101; number 56, H, carries 0.110; number 57, H, carries 0.109; number 58, H, carries 0.100; number 59, H, carries 0.104; number 60, H, carries 0.097; number 61, H, carries 0.076; number 62, H, carries 0.070; number 63, H, carries 0.066; number 64, C, carries -0.120; number 65, C, carries -0.271; number 66, C, carries -0.227; number 67, C, carries -0.228; number 68, C, carries -0.270; number 69, C, carries -0.114; number 70, H, carries 0.067; number 71, H, carries 0.073; number 72, H, carries 0.070; number 73, H, carries 0.100; number 74, H, carries 0.106; number 75, H, carries 0.101; number 76, H, carries 0.107; number 77, H, carries 0.108; number 78, H, carries 0.097; number 79, H, carries 0.100; number 80, H, carries 0.100; number 81, H, carries 0.075; number 82, H, carries 0.063; number 83, H, carries 0.067; number 84, C, carries -0.117; number 85, C, carries -0.275; number 86, C, carries -0.230; number 87, C, carries -0.226; number 88, C, carries -0.276; number 89, C, carries -0.118; number 90, H, carries 0.066; number 91, H, carries 0.070; number 92, H, carries 0.075; number 93, H, carries 0.099; number 94, H, carries 0.105; number 95, H, carries 0.102; number 96, H, carries 0.110; number 97, H, carries 0.106; number 98, H, carries 0.102; number 99, H, carries 0.086

=====

Below is a structure of composition C11H13BrN6O3Rh, with properties calculated with wB97M-V/def2-TZVPD.

Its LUMO energy is -3.82 eV. The HOMO-LUMO gap is 7.7 eV. The calculation puts the relative energy (zero: lowest compared OMol25 entry of this formula, charge and spin) at 46.7 kJ/mol. The molecular weight comes out at 460.074 g/mol. Its spin multiplicity is 1. As for the net charge: +1.

Structure (XYZ):
```
35
Properties=species:S:1:pos:R:3:forces:R:3
Rh -0.727754 0.730330 -0.478861 -0.09 -1.93 3.64
N -2.172995 -3.034703 0.037066 -0.05 0.09 0.06
C -1.654043 -1.900927 -0.410849 -0.02 -0.14 -0.03
O -2.113426 -0.797619 -0.035605 -0.09 0.53 -0.43
C -0.503337 -1.926016 -1.370713 -0.03 -0.16 -0.11
C -0.397337 -0.552119 -2.000065 0.11 0.61 0.23
H -2.910481 -3.005366 0.724126 0.00 0.00 -0.01
H -1.799352 -3.927638 -0.233917 0.00 0.01 -0.04
H -0.645888 -2.707320 -2.123688 0.00 0.00 0.02
H 0.397528 -2.175885 -0.807973 -0.02 0.02 0.02
H -1.191727 -0.362368 -2.721281 0.05 -0.02 -0.08
H 0.583320 -0.326654 -2.412958 -0.02 -0.08 -0.09
N -5.518539 2.630538 0.559218 -0.15 -0.40 0.10
N -4.424122 2.387369 -0.221452 0.02 0.15 -0.08
N -4.514903 2.264378 -1.525487 0.06 0.00 0.04
C -3.261537 1.973511 -1.841848 -0.09 0.21 0.09
N -2.482678 1.941676 -0.754820 0.09 -0.07 -1.37
N -3.254095 2.199615 0.287520 0.25 -0.08 0.10
H -6.248697 3.048706 0.000702 0.05 0.17 0.02
H -5.257181 3.131968 1.395990 0.00 0.15 -0.05
H -2.919646 1.811482 -2.848596 0.00 -0.01 0.00
Br 3.852492 2.805532 0.299383 -0.04 0.00 0.01
C 3.955594 1.018383 0.891657 0.05 0.09 -0.01
C 5.220852 0.570013 1.240896 0.04 -0.07 0.03
C 5.409485 -0.723720 1.701570 0.01 0.08 -0.02
C 4.331530 -1.586834 1.825936 -0.07 -0.01 -0.01
C 3.071132 -1.140290 1.482255 0.01 0.00 0.03
C 2.858840 0.159434 1.007995 -0.15 -0.22 0.22
C 1.472663 0.481294 0.624028 0.31 0.97 -0.44
O 1.180969 1.539066 -0.022876 -0.07 0.05 -0.51
O 0.510222 -0.329734 0.854455 -0.18 0.06 -1.34
H 6.059908 1.244576 1.150393 0.00 0.00 0.00
H 6.405779 -1.052289 1.965929 0.00 0.00 0.00
H 4.473432 -2.595526 2.187913 -0.01 0.00 0.00
H 2.213992 -1.792865 1.573958 0.01 -0.01 0.02
```
Positions in Å, forces in eV/Å.

Löwdin atomic charges, in units of e: number 1, Rh, carries 1.145; number 2, N, carries 0.229; number 3, C, carries -0.485; number 4, O, carries -0.061; number 5, C, carries -0.152; number 6, C, carries -0.154; number 7, H, carries 0.139; number 8, H, carries 0.133; number 9, H, carries 0.136; number 10, H, carries 0.123; number 11, H, carries 0.074; number 12, H, carries 0.087; number 13, N, carries 0.156; number 14, N, carries -0.272; number 15, N, carries 0.153; number 16, C, carries -0.170; number 17, N, carries -0.106; number 18, N, carries 0.107; number 19, H, carries 0.115; number 20, H, carries 0.115; number 21, H, carries 0.120; number 22, Br, carries 0.849; number 23, C, carries -0.593; number 24, C, carries -0.119; number 25, C, carries -0.049; number 26, C, carries -0.057; number 27, C, carries -0.014; number 28, C, carries -0.162; number 29, C, carries -0.546; number 30, O, carries -0.125; number 31, O, carries -0.063; number 32, H, carries 0.102; number 33, H, carries 0.117; number 34, H, carries 0.112; number 35, H, carries 0.117

=====

Summary of HOMO energy in Eh
-0.4100, -0.3045, -0.4250
(order as listed above)